1.
Below is C6H13N3 as an isolated structure in a non-equilibrium geometry, with properties calculated with ωB97M-V with the def2-TZVPD basis set.

Its LUMO energy (spin up / spin down) is 0.06 / 0.05 eV. Its molecular weight is 127.19 g mol⁻¹. The charge is 0. Its energy above the lowest of the compared OMol25 structures with the same formula, charge and spin is 134.7 kcal per mole. The calculation puts the frontier orbital gap (spin up / spin down) at 8.01 / 8.01 eV.

CARTESIAN COORDINATES (ANGSTROEM)
C -1.257 -0.336 0.743
N -0.496 -1.570 0.948
N -2.661 -0.711 0.718
C 1.734 0.159 -0.890
C 2.618 -0.783 -0.383
H -1.130 0.386 1.562
H -2.862 -1.276 -0.100
H -3.265 0.102 0.732
H -0.955 -2.116 1.672
H 0.449 -1.362 1.255
H 1.933 0.522 -1.904
H 2.983 -1.592 -0.997
H 2.919 -0.790 0.655
C 1.213 1.266 -0.013
C -0.784 0.332 -0.522
C -1.428 1.140 -1.341
N 1.316 1.348 1.268
H 1.750 0.519 1.674
H 0.881 2.160 -0.537
H 0.470 -0.368 -1.128
H -0.958 1.563 -2.221
H -2.469 1.406 -1.191



2.
Below is C6H13N3 as an isolated structure in a non-equilibrium geometry, with properties calculated with ωB97M-V with the def2-TZVPD basis set.

Its LUMO energy is 0.76 eV. Its molecular weight is 127.19 g mol⁻¹. The charge is 0. Its energy above the lowest of the compared OMol25 structures with the same formula, charge and spin is 91.2 kcal per mole. The calculation puts the frontier orbital gap at 9.17 eV.

CARTESIAN COORDINATES (ANGSTROEM)
C -0.367 1.796 0.350
C -1.505 0.557 -1.416
C 2.441 1.048 -0.129
C -1.339 -0.688 1.506
C 0.280 -1.880 0.154
C 0.053 0.483 -0.122
N -0.754 2.843 0.618
N 1.154 0.580 -0.887
N -0.067 -0.572 0.836
H -1.414 1.323 -2.310
H -1.659 -0.464 -1.788
H -2.244 0.742 -0.631
H 2.124 2.022 0.355
H 2.698 0.453 0.710
H 3.230 0.978 -0.843
H -1.664 0.251 2.011
H -2.134 -1.165 0.836
H -1.081 -1.427 2.348
H -0.339 -1.906 -0.809
H 1.413 -1.852 -0.073
H -0.072 -2.794 0.664
H 1.246 -0.329 -1.380



3.
Below is one molecule with the formula C6H13N3O in a non-equilibrium geometry, with properties calculated with ωB97M-V with the def2-TZVPD basis set.

Its LUMO energy is 0.82 eV. Its molecular weight is 143.19 g mol⁻¹. The charge is 0. Its energy above the lowest of the compared OMol25 structures with the same formula, charge and spin is 79.7 kcal per mole. Its SMILES is [H]/N=C(/O)C[C@H](N)[C@@H]1CN1C. The calculation puts the frontier orbital gap at 10.06 eV.

CARTESIAN COORDINATES (ANGSTROEM)
C -2.908 -0.718 1.017
N -2.769 0.204 -0.095
C -2.142 1.488 0.151
C -1.468 0.464 -0.689
C -0.196 -0.225 -0.223
N -0.058 -1.592 -0.723
C 1.007 0.625 -0.638
C 2.351 0.245 -0.070
N 2.660 -0.870 0.511
H -2.109 -0.639 1.774
H -3.863 -0.518 1.521
H -2.933 -1.750 0.640
H -2.615 2.362 -0.303
H -1.721 1.657 1.149
H -1.507 0.585 -1.779
H -0.196 -0.281 0.875
H -0.836 -2.170 -0.422
H -0.056 -1.603 -1.741
H 1.115 0.600 -1.736
H 0.808 1.675 -0.384
O 2.977 1.230 0.567
H 1.956 -1.580 0.291
H 3.418 0.533 1.341



4.
Below is one molecule with the formula C6H13N3O3 in a non-equilibrium geometry, with properties calculated with ωB97M-V with the def2-TZVPD basis set.

Its LUMO energy is 0.55 eV. Its molecular weight is 175.19 g mol⁻¹. The charge is 0. Its energy above the lowest of the compared OMol25 structures with the same formula, charge and spin is 122.9 kcal per mole. Its SMILES is NC(=O)CC[C@@H](N)CC(=O)NO. The calculation puts the frontier orbital gap at 9.98 eV.

CARTESIAN COORDINATES (ANGSTROEM)
C 0.453 1.628 0.526
C 1.271 0.403 1.065
C 2.056 -0.322 -0.023
C 1.189 -1.198 -0.981
C -0.903 1.182 0.122
C -1.645 0.267 1.041
H 1.089 3.043 -0.672
H 2.247 2.628 0.415
H 0.307 2.236 1.511
H 2.056 0.572 1.949
H 0.732 -0.466 1.680
H 2.593 0.432 -0.610
H 2.734 -1.008 0.519
H 1.912 0.247 -2.799
H 0.687 -0.929 -2.895
H -0.446 0.545 -0.815
H -1.601 1.963 -0.034
H -3.039 -1.286 1.166
H -1.284 -1.590 -0.727
N 1.489 2.164 -0.307
N 1.367 -0.756 -2.298
N -2.281 -1.020 0.570
O 0.432 -2.100 -0.745
O -1.604 0.713 2.200
O -2.145 -1.221 -0.823



5.
Below is one molecule with the formula C6H13N3Si in a non-equilibrium geometry, with properties calculated with ωB97M-V with the def2-TZVPD basis set.

Its LUMO energy is 0.68 eV. Its molecular weight is 155.28 g mol⁻¹. The charge is 0. Its energy above the lowest of the compared OMol25 structures with the same formula, charge and spin is 32.1 kcal per mole. Its SMILES is Cn1nncc1[Si](C)(C)C. The calculation puts the frontier orbital gap at 10.09 eV.

CARTESIAN COORDINATES (ANGSTROEM)
C -1.150 0.997 2.026
C -0.643 0.179 1.050
C -0.926 -2.376 0.882
C 0.536 2.363 -0.805
C -0.319 -0.290 -2.415
C 2.216 -0.146 -0.367
N -1.793 0.264 2.973
N -1.736 -0.961 2.615
N -1.093 -1.097 1.503
Si 0.474 0.517 -0.740
H -1.090 2.081 2.224
H 0.178 -2.459 0.643
H -1.245 -3.142 1.673
H -1.552 -2.433 0.058
H 1.115 2.811 -0.001
H 1.124 2.855 -1.637
H -0.418 2.849 -0.809
H 0.523 -0.786 -2.736
H -1.232 -0.948 -2.141
H -0.709 0.495 -3.083
H 2.445 0.280 0.602
H 2.272 -1.241 -0.441
H 3.024 0.186 -1.071



Please write out number 4 again, unchanged.
Below is one molecule with the formula C6H13N3O3 in a non-equilibrium geometry, with properties calculated with ωB97M-V with the def2-TZVPD basis set.

Its LUMO energy is 0.55 eV. Its molecular weight is 175.19 g mol⁻¹. The charge is 0. Its energy above the lowest of the compared OMol25 structures with the same formula, charge and spin is 122.9 kcal per mole. Its SMILES is NC(=O)CC[C@@H](N)CC(=O)NO. The calculation puts the frontier orbital gap at 9.98 eV.

CARTESIAN COORDINATES (ANGSTROEM)
C 0.453 1.628 0.526
C 1.271 0.403 1.065
C 2.056 -0.322 -0.023
C 1.189 -1.198 -0.981
C -0.903 1.182 0.122
C -1.645 0.267 1.041
H 1.089 3.043 -0.672
H 2.247 2.628 0.415
H 0.307 2.236 1.511
H 2.056 0.572 1.949
H 0.732 -0.466 1.680
H 2.593 0.432 -0.610
H 2.734 -1.008 0.519
H 1.912 0.247 -2.799
H 0.687 -0.929 -2.895
H -0.446 0.545 -0.815
H -1.601 1.963 -0.034
H -3.039 -1.286 1.166
H -1.284 -1.590 -0.727
N 1.489 2.164 -0.307
N 1.367 -0.756 -2.298
N -2.281 -1.020 0.570
O 0.432 -2.100 -0.745
O -1.604 0.713 2.200
O -2.145 -1.221 -0.823



> What is the molecular weight in the second record?

127.19 g mol⁻¹



> Number 5 is which compound?

C6H13N3Si